(1)
19
Properties=species:S:1:pos:R:3:forces:R:3:mulliken_charge:R:1 method="wB97M-V/def2-TZVPD" energy_ev=-9366.14697 gap_ev="8.6 / 8.6" relative_energy_ev=5.047 e_homo_ev="-7.870 / -7.876"
C -0.089 -0.671 0.188 0.529 0.601 0.017 1.073
C 1.100 0.919 -0.011 -0.388 -0.741 0.002 -0.615
C -0.372 -1.120 -1.219 -0.054 0.017 0.071 -1.353
C 0.743 2.081 -0.895 -0.052 0.048 -0.029 -0.932
N -0.802 0.362 0.685 -0.472 -0.468 0.493 -0.560
N 0.423 -1.613 1.044 0.370 0.573 -0.258 -0.428
O -2.021 -0.762 1.864 -0.179 0.386 -0.461 -0.807
H -2.911 -0.496 1.596 0.250 0.000 0.106 0.201
H -0.618 0.506 1.675 0.194 0.028 -0.162 0.314
H 0.665 -2.506 0.641 -0.203 0.094 0.374 0.219
H 0.010 -1.562 1.971 0.018 -0.445 -0.341 0.278
H 1.419 1.189 0.992 -0.064 -0.079 0.005 0.378
H 1.836 0.247 -0.453 0.033 0.044 0.013 0.280
H -1.245 -1.777 -1.184 0.055 0.029 0.004 0.370
H -0.601 -0.281 -1.871 0.008 0.006 0.065 0.312
H 0.470 -1.678 -1.636 -0.022 0.023 0.065 0.363
H 1.646 2.654 -1.136 -0.052 -0.073 0.021 0.356
H 0.308 1.754 -1.840 0.011 0.012 0.045 0.264
H 0.036 2.752 -0.409 0.016 -0.056 -0.030 0.286

=====

(2)
19
Properties=species:S:1:pos:R:3:forces:R:3:mulliken_charge:R:1 method="wB97M-V/def2-TZVPD" energy_ev=-9368.69320 gap_ev=9.4 relative_energy_ev=2.501 e_homo_ev=-8.722
C -1.434 -1.309 0.531 0.810 -0.616 0.194 -0.509
C -1.337 -0.516 -0.764 0.397 0.878 -0.379 -0.504
C -0.056 0.325 -1.010 0.998 -0.728 1.492 -0.317
C 0.183 2.164 0.596 -0.769 -0.157 -0.294 -0.243
N -0.069 1.665 -0.526 -0.989 1.196 -0.839 -0.413
N -0.209 -2.045 0.891 -0.026 -0.097 0.194 -0.530
H -2.179 -2.090 0.377 -0.404 0.352 0.259 0.337
H -1.702 -0.685 1.393 -0.173 -0.005 -0.335 0.261
H -1.365 -1.192 -1.616 -0.257 -0.258 -0.008 0.340
H -2.194 0.170 -0.837 0.128 -0.222 -0.107 0.289
H 0.162 0.349 -2.070 -0.232 0.142 -0.325 0.255
H 0.849 -0.145 -0.568 -0.396 -0.361 -0.148 0.065
H 0.023 3.245 0.629 0.316 -0.057 0.435 0.268
H 0.431 1.652 1.531 0.186 -0.215 -0.096 0.261
H -0.239 -3.031 0.662 -0.092 0.211 -0.099 0.238
H 0.620 -1.649 0.480 0.050 -0.009 -0.024 0.204
H 2.914 1.155 -0.655 0.014 0.336 -0.201 0.314
H 2.786 0.539 0.684 0.037 -0.394 0.568 0.318
O 2.817 1.398 0.271 0.403 0.004 -0.287 -0.632

=====

(3)
19
Properties=species:S:1:pos:R:3:forces:R:3:mulliken_charge:R:1 method="wB97M-V/def2-TZVPD" energy_ev=-9369.79186 gap_ev=9.8 relative_energy_ev=1.402 e_homo_ev=-8.901
C -0.842 0.072 -0.212 -0.332 -0.099 0.411 -0.576
C -1.161 -0.736 1.048 0.378 0.331 0.128 -0.580
C -0.310 -0.288 2.226 0.441 -0.386 0.350 -0.662
O -0.518 1.077 2.571 -0.395 -0.126 0.231 -0.503
N 0.455 -0.275 -0.759 0.034 -0.239 -0.437 -0.389
C 0.624 0.246 -2.128 0.712 -0.155 0.680 -0.432
N 2.004 0.186 -2.578 0.032 0.016 0.213 -0.634
H -1.623 -0.123 -0.954 0.196 -0.063 -0.093 0.450
H -0.899 1.143 0.035 -0.130 -0.029 -0.039 0.349
H -0.969 -1.796 0.888 -0.086 -0.095 -0.192 0.309
H -2.209 -0.606 1.303 -0.261 -0.036 0.053 0.331
H 0.753 -0.411 1.991 -0.064 0.290 -0.131 0.334
H -0.433 -0.932 3.114 -0.318 0.113 -0.260 0.295
H -1.392 1.121 2.992 0.407 0.145 -0.200 0.327
H 1.192 0.077 -0.160 0.003 0.172 -0.095 0.228
H 0.050 -0.408 -2.784 -0.388 0.331 -0.031 0.292
H 0.308 1.297 -2.158 -0.236 -0.131 -0.441 0.354
H 2.528 0.993 -2.263 -0.009 -0.002 0.044 0.254
H 2.443 -0.634 -2.171 0.017 -0.036 -0.191 0.253

=====

(4)
19
Properties=species:S:1:pos:R:3:forces:R:3:mulliken_charge:R:1 method="wB97M-V/def2-TZVPD" total_charge=+2 energy_ev=-9352.34556 gap_ev=10.9 relative_energy_ev=0.809 e_homo_ev=-18.363
O -0.802 0.115 -2.282 0.017 0.369 -1.032 -0.355
C -1.064 1.033 -1.583 -0.314 -0.905 2.423 -0.014
C -1.050 0.689 -0.016 0.628 -1.560 0.244 -0.031
C 0.169 -0.151 0.544 -0.437 1.627 -0.620 -0.852
C 0.502 -1.387 -0.256 -0.159 -1.809 -1.081 -0.771
N 1.889 -1.864 0.087 0.812 0.417 0.782 -0.303
N -1.102 1.925 0.808 -0.051 0.731 0.897 -0.306
H -1.425 2.042 -1.838 0.188 0.005 -0.535 0.300
H -1.903 0.032 0.242 -0.172 0.853 -0.470 0.309
H -0.089 -0.351 1.584 0.150 -0.369 0.026 0.465
H 1.014 0.569 0.569 0.006 -0.616 -0.137 0.502
H 0.487 -1.280 -1.348 0.414 0.722 0.396 0.451
H -0.157 -2.271 -0.210 -0.070 0.549 0.918 0.366
H 2.070 -2.167 1.052 -0.651 0.271 0.261 0.351
H 2.502 -1.042 -0.035 0.307 -0.711 -0.326 0.376
H 2.234 -2.686 -0.420 -0.165 0.383 -0.724 0.375
H -1.213 1.846 1.839 -0.626 -0.616 -0.533 0.381
H -1.856 2.528 0.459 0.187 0.309 0.247 0.379
H -0.205 2.421 0.804 -0.063 0.350 -0.736 0.378

=====

(5)
20
Properties=species:S:1:pos:R:3:forces:R:3:mulliken_charge:R:1 method="wB97M-V/def2-TZVPD" energy_ev=-11417.54381 gap_ev=9.5 relative_energy_ev=1.673 e_homo_ev=-8.650
C 2.670 0.913 0.356 0.682 0.637 -0.705 -0.866
N 2.618 -0.345 -0.322 -0.627 -1.926 0.098 -0.333
C 0.959 0.376 -1.971 -1.210 -0.485 0.134 -1.211
C 1.355 -0.750 -0.998 1.770 1.638 -0.362 0.303
C 0.211 -1.167 -0.097 -2.434 0.088 0.340 0.258
N 0.393 -1.799 1.087 2.153 0.264 -0.384 -0.371
O -0.940 -0.972 -0.474 0.326 0.020 -0.191 -0.646
H 3.661 0.998 0.837 -0.833 -0.409 0.864 0.327
H 2.760 1.819 -0.279 -0.730 -0.294 -0.197 0.278
H 1.743 0.954 0.944 0.736 0.513 0.498 0.274
H 3.466 -0.658 -0.764 -0.163 0.136 -0.163 0.233
H 1.483 0.247 -2.916 0.127 0.264 0.087 0.296
H 1.082 1.368 -1.550 0.464 0.022 0.020 0.357
H -0.110 0.319 -2.142 -0.137 -0.185 -0.375 0.367
H 1.549 -1.615 -1.631 0.230 -0.270 0.235 0.280
H -0.352 -2.193 1.625 -0.275 0.113 -0.194 0.231
H 1.353 -1.956 1.351 -0.085 -0.127 0.300 0.223
H -6.468 2.121 1.402 -0.260 0.541 -0.144 0.320
H -5.468 2.395 2.418 0.602 0.169 0.589 0.314
O -6.118 2.872 1.909 -0.338 -0.709 -0.449 -0.634

=====

(6)
20
Properties=species:S:1:pos:R:3:forces:R:3:mulliken_charge:R:1 method="wB97M-V/def2-TZVPD" energy_ev=-11413.07732 gap_ev="6.4 / 6.4" relative_energy_ev=6.139 e_homo_ev="-5.752 / -5.751"
C -0.731 -0.280 0.370 -0.580 0.668 -0.597 0.442
C 1.899 -0.466 0.265 -0.827 0.692 -0.883 -0.120
C 0.140 0.177 -0.663 2.263 -1.030 1.764 -0.902
C -1.848 0.921 -1.349 -0.459 -0.113 0.506 -1.159
N -0.747 0.349 1.568 0.249 -0.040 -0.216 -0.383
N -1.302 -1.507 0.276 -0.153 -0.183 0.136 -0.386
O 2.051 0.511 1.302 0.134 -0.069 -0.072 -0.515
O 2.913 -0.335 -0.699 0.119 0.055 0.069 -0.538
H 2.964 0.509 1.628 -0.091 -0.078 -0.110 0.273
H 2.724 0.447 -1.236 0.015 -0.108 0.081 0.311
H 1.996 -1.480 0.667 -0.068 0.090 -0.018 0.319
H 0.042 0.965 1.743 -0.078 -0.233 -0.104 0.271
H -1.045 -0.160 2.386 -0.198 0.013 -0.188 0.207
H -1.785 -1.886 1.075 -0.091 0.204 -0.072 0.195
H -1.707 -1.756 -0.612 0.203 0.023 -0.002 0.261
H 0.263 -0.402 -1.562 -0.211 0.090 -0.051 0.243
H 0.517 1.185 -0.604 -0.215 0.115 -0.157 0.510
H -2.335 0.142 -1.940 -0.050 0.010 -0.058 0.305
H -1.468 1.715 -1.991 0.170 -0.083 -0.020 0.338
H -2.543 1.350 -0.627 -0.132 -0.023 -0.008 0.326